1.
ORCA calculation (ωB97M-V/def2-TZVPD) on a structure of composition C42H46As2LuN4SSiTe.

Positions of all 98 atoms, in Å:
Lu 0.891 1.098 0.079
C -2.536 -1.769 0.055
C -3.296 -0.501 -0.127
As -2.222 1.138 0.093
C -3.046 2.323 1.362
C -3.662 1.929 2.498
C -4.245 2.898 3.331
C -4.150 4.241 3.060
C -3.345 4.663 1.921
C -2.811 3.646 1.168
C -2.519 2.214 -1.556
C -3.760 2.201 -2.221
C -3.885 2.849 -3.414
C -2.850 3.551 -3.961
C -1.591 3.571 -3.350
C -1.432 2.897 -2.126
As -0.949 -1.656 -1.043
C -1.937 -2.070 -2.699
C -2.556 -3.306 -3.080
C -3.407 -3.324 -4.157
C -3.681 -2.208 -4.926
C -3.152 -0.988 -4.566
C -2.277 -0.943 -3.456
C -0.070 -3.393 -0.762
C 1.058 -3.611 -1.572
C 1.676 -4.839 -1.648
C 1.280 -5.861 -0.791
C 0.201 -5.648 0.057
C -0.543 -4.439 0.051
H -3.106 -2.658 -0.226
H -2.254 -1.876 1.130
H -4.121 -0.499 0.628
H -3.627 -0.489 -1.145
H -3.773 0.900 2.744
H -4.833 2.567 4.208
H -4.699 4.908 3.660
H -3.075 5.694 1.791
H -2.215 4.024 0.365
H -4.627 1.686 -1.760
H -4.879 2.702 -3.885
H -2.991 4.095 -4.897
H -0.765 4.084 -3.803
H -0.476 2.830 -1.582
H -2.408 -4.197 -2.533
H -3.829 -4.287 -4.444
H -4.365 -2.309 -5.716
H -3.205 -0.106 -5.186
H -1.767 -0.061 -3.157
H 1.528 -2.893 -2.182
H 2.535 -5.074 -2.310
H 1.704 -6.849 -0.863
H -0.117 -6.460 0.731
H -1.522 -4.343 0.570
C 2.340 0.052 -3.325
C 2.813 -0.623 -2.111
C 3.962 -1.350 -2.128
C 4.453 -1.809 -0.889
C 3.721 -1.625 0.240
C 2.502 -0.923 0.193
N 2.096 -0.391 -1.010
N 1.646 -0.640 1.203
Si 1.460 -1.390 2.817
C 2.294 -0.459 4.236
C -0.405 -1.455 2.885
C 1.956 -3.178 2.753
H 2.921 -0.362 -4.121
H 2.620 1.076 -3.303
H 1.266 -0.026 -3.550
H 4.572 -1.568 -2.998
H 5.424 -2.319 -0.844
H 3.995 -2.137 1.145
H 1.572 -0.405 5.070
H 2.531 0.545 4.006
H 3.161 -1.053 4.657
H -0.861 -0.524 2.444
H -0.758 -1.377 3.953
H -0.759 -2.297 2.398
H 1.759 -3.499 1.726
H 1.514 -3.864 3.514
H 3.034 -3.245 2.875
Te 2.661 3.150 -1.090
C 4.208 2.574 0.333
C 4.700 1.314 0.588
C 5.767 1.333 1.517
C 5.996 2.556 2.031
S 4.954 3.745 1.272
H 4.563 0.651 -0.193
H 6.344 0.445 1.850
H 6.752 2.984 2.671
N 1.458 3.630 2.156
C 1.327 4.232 3.338
C 0.622 3.381 4.120
C 0.434 2.248 3.318
N 0.932 2.446 2.106
H 2.000 4.012 1.392
H 1.785 5.264 3.558
H 0.406 3.497 5.207
H -0.032 1.333 3.628

Summary:
LUMO level   -0.080 hartree
Highest occupied orbital energy   -9.99 eV
Charge   +1
Frontier orbital gap   7.82 eV
DFT total energy   -8509.71039 Ha

Here are the Löwdin charges for atoms 1 to 6, given in e: number 1, Lu, carries 1.232; number 2, C, carries -0.475; number 3, C, carries -0.424; number 4, As, carries 1.229; number 5, C, carries -0.434; number 6, C, carries -0.113

2.
ORCA calculation (ωB97M-V/def2-TZVPD) on the molecule C5H9NO8.

Positions of all 23 atoms, in Å:
C 0.698 -1.867 1.109
C 0.515 -0.445 0.631
C 1.435 0.588 1.269
O 1.360 1.780 1.111
C -0.984 -0.109 0.494
O -1.579 -1.125 -0.279
O -1.589 -0.602 -1.659
C -1.389 1.244 -0.090
O -2.800 1.271 -0.093
O -3.163 1.728 -1.446
O 1.040 -0.280 -0.675
O 2.521 -0.300 -0.541
N 3.030 0.609 -1.438
O 4.026 1.135 -1.013
H 0.337 -1.958 2.130
H 0.120 -2.518 0.461
H 1.750 -2.139 1.071
H 2.258 0.078 1.817
H -1.433 -0.199 1.503
H -0.899 -1.166 -2.069
H -1.142 2.036 0.630
H -0.852 1.389 -1.037
H -3.259 0.851 -1.885

Summary:
LUMO level   -0.032 hartree
Highest occupied orbital energy   -10.21 eV
Charge   0
Frontier orbital gap   9.35 eV
DFT total energy   -852.15069 Ha

Here are the Löwdin charges for atoms 1 to 6, given in e: number 1, C, carries 0.015; number 2, C, carries -0.434; number 3, C, carries -0.191; number 4, O, carries 0.106; number 5, C, carries -0.235; number 6, O, carries -0.065

Q: Which formula does entry 2 have?
A: C5H9NO8

Q: Which value of highest occupied orbital energy does entry 1 give?
A: -9.99 eV